Entry 1:
Here is a molecular structure, C13H32IO2P2PtSi at a distorted geometry from the Open Molecules 2025 dataset. Energies are from ωB97M-V/def2-TZVPD.

orbital gap (alpha / beta) = 5.18 / 4.06 eV
E_HOMO (alpha / beta) = -16.748 / -18.697 eV
LUMO (alpha / beta) = -11.57 / -14.64 eV
maximum force = 6.24 eV Å⁻¹
net charge = +3
expectation value of S² = 6.03
calculated total energy = -55864.9498 eV
relative energy (zero: lowest compared OMol25 entry of this formula, charge and spin) = 88.4 kJ/mol
spin multiplicity = 5

```
52
C13H32IO2P2PtSi (ωB97M-V/def2-TZVPD)
C 0.7792 1.6714 -3.9722
C 0.6620 0.4771 -2.9764
H 1.0853 1.4039 -5.0087
H 1.5275 2.3944 -3.6114
H -0.1904 2.1825 -4.0617
O 0.9585 -0.6575 -3.3286
I -0.5045 3.4239 -0.2344
Pt -0.0666 0.7411 -0.7379
P -2.3567 -0.1136 -1.1480
C -3.0327 -1.7567 -0.6472
C -3.6355 0.9922 -0.4639
H -4.6130 0.6679 -0.8508
H -3.5817 -0.4129 -3.2107
H -3.4158 2.0202 -0.7705
H -2.3711 0.9207 -3.3162
H -3.0023 -1.8923 0.4423
H -3.6310 0.9283 0.6335
C -2.5587 -0.0999 -2.9594
H -4.0806 -1.8232 -0.9802
H -1.8338 -0.7926 -3.4092
H -2.4614 -2.5640 -1.1209
P 2.3078 0.4413 0.1695
C 2.8470 -0.9221 1.2955
C 3.4607 0.3128 -1.2493
H 2.3386 2.7710 0.8206
H 3.9112 1.9407 1.1940
H 2.4698 1.6722 2.2316
C 2.8125 1.8581 1.2027
H 3.3560 1.2156 -1.8675
H 4.5003 0.2098 -0.8984
H 3.9175 -0.7968 1.5387
H 2.6961 -1.9041 0.8299
H 3.1876 -0.5657 -1.8560
H 2.2683 -0.8799 2.2315
C 0.2370 -1.1106 -0.7231
O 0.4901 -2.2462 -0.8101
C -3.0402 -0.3896 2.9331
Si -1.1457 -0.3590 2.8219
C -0.5748 -0.0084 4.5773
C -0.5422 -2.0915 2.5018
C -0.6443 0.9514 1.5388
H -3.3614 -1.0714 3.7399
H -3.5502 -0.7166 2.0154
H -3.4286 0.6101 3.1918
H -1.0531 -0.6835 5.2972
H 0.5019 -0.1461 4.7113
H -0.8065 1.0048 4.9162
H -0.7332 -2.4566 1.4906
H 0.5316 -2.1916 2.6853
H -1.0412 -2.7862 3.1896
H -1.4223 1.7445 1.6167
H 0.2211 1.4714 1.9249
```


Entry 2:
Here is a molecular structure, C13H32O3PbSSi at a distorted geometry from the Open Molecules 2025 dataset. Energies are from ωB97M-V/def2-TZVPD.

orbital gap (alpha / beta) = 5.73 / 6.36 eV
E_HOMO (alpha / beta) = -5.371 / -6.085 eV
LUMO (alpha / beta) = 0.36 / 0.28 eV
maximum force = 3.69 eV Å⁻¹
calculated total energy = -44102.7196 eV

```
51
C13H32O3PbSSi (ωB97M-V/def2-TZVPD)
Pb -3.0697 0.0459 1.1387
C -4.2165 -1.7051 -3.4044
H -4.8291 -1.0229 -4.0135
H -3.2086 -1.8408 -3.8173
H -4.2083 -1.3619 -2.3801
H -4.7008 -2.6295 -3.1471
H -5.0548 -2.8120 -4.1091
C -0.6811 2.3390 -3.0352
C 0.1880 1.3886 -2.2156
C 0.2628 -0.0088 -2.8406
C 1.5953 1.9533 -2.0707
O -0.3996 1.3654 -0.9020
Si -0.2062 0.2012 0.2485
S -1.4252 -1.4093 -0.1226
O 1.3658 -0.0889 0.6330
C 2.3764 -1.2315 0.6620
C 1.7055 -2.5129 1.1172
C 2.9943 -1.3954 -0.7047
C 3.4706 -0.8278 1.6328
O -0.9737 1.0862 1.4689
C -0.8365 0.9708 3.0015
C -1.2838 -0.4409 3.4461
C 0.6257 1.2933 3.1919
C -1.7898 2.0478 3.5041
H -0.3240 2.3521 -4.0652
H -0.6086 3.3577 -2.6267
H -1.7340 2.0313 -3.0369
H 0.4786 0.1618 -3.9022
H 1.1224 -0.5728 -2.4435
H -0.6683 -0.5933 -2.7545
H 1.5448 2.9853 -1.6981
H 2.1946 1.3342 -1.3874
H 2.0665 1.9462 -3.0587
H 0.9795 -2.8637 0.3751
H 2.4667 -3.2908 1.2616
H 1.1953 -2.3822 2.0736
H 3.4249 -0.4614 -1.0655
H 3.8359 -2.1028 -0.6424
H 2.2963 -1.8020 -1.4324
H 3.9607 0.1048 1.3308
H 3.1222 -0.7537 2.6612
H 4.2597 -1.5911 1.6406
H -0.7410 -1.2513 2.9342
H -1.1027 -0.5143 4.5294
H -2.3818 -0.6391 3.3604
H 0.8343 2.2882 2.7829
H 0.8813 1.2986 4.2603
H 1.2879 0.5713 2.6951
H -1.5878 2.9993 3.0071
H -2.8481 1.7952 3.3381
H -1.6560 2.1886 4.5811
```


Entry 3:
Here is a molecular structure, C13H33AsO7Pb at a distorted geometry from the Open Molecules 2025 dataset. Energies are from ωB97M-V/def2-TZVPD.

orbital gap = 7.53 eV
E_HOMO = -13.000 eV
LUMO = -5.47 eV
maximum force = 12.01 eV Å⁻¹
net charge = +2
calculated total energy = -94395.3859 eV
relative energy (zero: lowest compared OMol25 entry of this formula, charge and spin) = 1949.6 kJ/mol

```
55
C13H33AsO7Pb (ωB97M-V/def2-TZVPD)
Pb -0.1351 0.6373 0.1141
C -2.3076 1.8790 1.3817
O -1.6514 2.0198 0.1312
C -2.4919 1.7373 -0.9860
C -2.5979 0.2343 -1.1842
O -1.2818 -0.3082 -1.2029
C -0.7188 -0.4060 -2.5079
C 0.6339 0.2787 -2.4705
O 1.2924 0.0119 -1.2397
C 1.7911 -1.3106 -1.1209
H -3.1823 2.5333 1.4331
H -1.6085 2.1750 2.1699
H -2.6020 0.8414 1.5606
H -2.0063 2.1884 -1.8580
H -3.4753 2.2055 -0.8711
H -3.1634 -0.0225 -2.0873
H -3.1154 -0.2253 -0.3372
H -1.3475 0.0323 -3.2908
H -0.6035 -1.4730 -2.7285
H 0.4870 1.3630 -2.5093
H 1.2589 -0.0008 -3.3260
H 2.4633 -1.5465 -1.9514
H 0.9763 -2.0379 -1.0753
H 2.3580 -1.3773 -0.1879
C 1.3338 2.3680 -1.8544
O 0.8272 2.2986 -0.5299
C 1.7959 2.7107 0.4301
C 1.1519 2.5520 1.7968
O 0.5472 1.2656 1.9159
C 1.4778 0.2141 2.1236
H 1.6234 3.3941 -2.1010
H 0.5451 2.0524 -2.5425
H 2.1895 1.6964 -1.9726
H 2.0822 3.7544 0.2617
H 2.6852 2.0779 0.3421
H 0.3400 3.2802 1.8980
H 1.8652 2.7303 2.6089
H 2.0997 0.4157 3.0011
H 2.1056 0.0648 1.2413
H 0.9170 -0.7075 2.3016
C 0.1799 -2.9138 2.8857
As 0.0767 -2.4927 0.9673
C -1.7591 -2.2358 0.3104
C 1.1642 -3.6784 -0.1638
O 0.7831 -1.0141 0.8247
H -0.2801 -3.9062 3.0696
H -0.3656 -2.1400 3.4638
H 1.2427 -2.9337 3.2030
H -2.3102 -3.1964 0.3734
H -1.7298 -1.8944 -0.7447
H -2.2713 -1.4737 0.9330
H 0.7504 -4.7068 -0.1229
H 2.2099 -3.6852 0.2062
H 1.1430 -3.3121 -1.2106
O -1.3925 -0.0138 1.2286
```


Entry 4:
Here is a molecular structure, C13H33B3N12O9 from the Open Molecules 2025 dataset. Energies are from ωB97M-V/def2-TZVPD.

orbital gap = 9.35 eV
E_HOMO = -9.169 eV
LUMO = 0.18 eV
maximum force = 0.87 eV Å⁻¹
calculated total energy = -52367.7615 eV

```
70
C13H33B3N12O9 (ωB97M-V/def2-TZVPD)
B 2.1482 -2.8634 0.5550
O 3.0758 -2.0751 1.2312
B 3.6323 -1.0497 0.5022
O 3.0090 -0.5488 -0.6231
B 1.6606 -0.9443 -0.6014
C 0.5238 0.1305 -0.5780
C -0.7322 -0.3639 0.1113
C -1.2645 0.3543 1.1811
C -2.3870 -0.1198 1.8491
C -3.0123 -1.3028 1.4682
C -2.5154 -2.0019 0.3780
C -1.3867 -1.5322 -0.2820
O 1.4377 -2.3039 -0.4827
H 2.0098 -3.9931 0.8539
H 4.6496 -0.5542 0.8641
H 0.8956 0.9887 -0.0223
H 0.2997 0.5141 -1.5753
H -0.8024 1.2778 1.4947
H -2.7826 0.4361 2.6854
H -3.8598 -1.6772 2.0199
H -2.9560 -2.9240 0.0350
H -0.9898 -2.0909 -1.1147
C -3.0968 -3.0718 4.8018
O -4.1407 -2.9428 4.1826
N -3.0400 -2.9471 6.1646
N -1.9091 -3.3490 4.1905
H -2.1967 -3.0476 6.6952
H -3.8971 -2.7427 6.6416
H -1.9168 -3.4440 3.1913
H -1.0414 -3.4596 4.6788
C -0.1142 -5.8481 1.9903
O 0.4875 -4.9741 2.5900
N -0.3457 -7.0830 2.5286
N -0.6030 -5.6567 0.7268
H -0.8376 -7.8133 2.0512
H 0.0014 -7.2514 3.4536
H -0.4464 -4.7594 0.3056
H -1.0995 -6.3578 0.2117
C -2.6174 3.1771 -1.8594
O -1.4583 3.5673 -1.8162
N -2.9992 1.9821 -1.3394
N -3.6082 3.9211 -2.4355
H -3.9400 1.6384 -1.3506
H -2.2791 1.4250 -0.9168
H -3.3473 4.8004 -2.8400
H -4.5665 3.6332 -2.4813
C 7.4844 -0.6993 -2.6176
O 8.6953 -0.5913 -2.6334
N 6.6602 0.3119 -2.2009
N 6.8417 -1.8420 -3.0150
H 5.6605 0.2385 -2.1752
H 7.0963 1.1620 -1.8990
H 7.4143 -2.6035 -3.3254
H 5.8457 -1.9490 -3.0091
C -3.4244 6.6362 0.5226
O -4.1859 5.7754 0.9266
N -2.5998 6.4449 -0.5491
N -3.3376 7.8699 1.1154
H -1.9686 7.1409 -0.8957
H -2.6345 5.5482 -1.0005
H -3.9304 8.0403 1.9050
H -2.7197 8.5931 0.8025
C 1.7471 2.9452 -4.1986
O 0.7495 3.0532 -4.8852
N 1.7492 3.1539 -2.8466
N 2.9649 2.5996 -4.7324
H 2.5697 3.0637 -2.2796
H 0.8770 3.4077 -2.4112
H 3.0013 2.4401 -5.7209
H 3.8025 2.5074 -4.1914
```


Entry 5:
Here is a molecular structure, C13H33BInNOP at a distorted geometry from the Open Molecules 2025 dataset. Energies are from ωB97M-V/def2-TZVPD.

orbital gap = 6.61 eV
E_HOMO = -3.619 eV
LUMO = 2.99 eV
maximum force = 1.81 eV Å⁻¹
net charge = -1
calculated total energy = -32691.3548 eV

```
51
C13H33BInNOP (ωB97M-V/def2-TZVPD)
C 0.5051 1.9712 3.9412
C -0.3856 0.6793 3.9542
C -1.6920 0.8935 3.1165
C -2.1412 -0.4319 2.4140
C -1.5408 -0.5733 0.9726
C -2.2087 -1.8470 0.3275
C -1.1516 -2.7394 -0.4402
C -1.6179 -3.1541 -1.8712
C -0.8207 -2.4421 -3.0278
C 0.7147 -2.5227 -2.8544
C 1.4819 -1.2048 -2.5114
C 0.6584 0.1121 -2.4464
In 1.9211 1.8601 -1.7709
P 4.0851 0.8837 -0.8286
N 3.6671 -0.1322 0.3722
B 0.6810 3.0771 -0.2996
C -0.4361 4.0820 -0.9203
O 0.7593 3.0298 1.1323
H -0.0348 2.8378 3.5195
H 0.8852 2.2425 4.9430
H 1.3759 1.7972 3.2872
H -0.6720 0.4175 4.9895
H 0.2142 -0.1521 3.5384
H -1.6149 1.7203 2.3899
H -2.4917 1.1609 3.8393
H -3.2470 -0.4701 2.3267
H -1.8574 -1.3155 3.0205
H -1.7844 0.3150 0.3620
H -0.4389 -0.6776 1.0060
H -2.6853 -2.4544 1.1223
H -3.0157 -1.5346 -0.3586
H -1.0981 -3.6795 0.1502
H -0.1468 -2.2932 -0.3940
H -2.7037 -3.0441 -2.0455
H -1.4067 -4.2403 -1.9829
H -1.2554 -1.4413 -3.1752
H -1.0882 -3.0238 -3.9389
H 1.1495 -2.9714 -3.7709
H 0.9242 -3.2661 -2.0537
H 2.0022 -1.3257 -1.5371
H 2.2980 -1.0723 -3.2548
H -0.1639 0.0164 -1.7087
H 0.2799 0.3623 -3.4613
H 2.3629 2.9423 -3.1532
H 4.7496 0.1835 -1.8928
H 5.0173 1.8954 -0.4087
H 4.1591 0.1652 1.2133
H -1.0154 4.5674 -0.1037
H -1.1735 3.4803 -1.5028
H 0.0008 4.8027 -1.6333
H -0.0037 2.5140 1.4086
```


Entry 6:
Here is a molecular structure, C13H33CeClIN2OP2S at a distorted geometry from the Open Molecules 2025 dataset. Energies are from ωB97M-V/def2-TZVPD.

orbital gap (alpha / beta) = 6.02 / 6.07 eV
E_HOMO (alpha / beta) = -17.832 / -17.833 eV
LUMO (alpha / beta) = -11.81 / -11.76 eV
maximum force = 3.58 eV Å⁻¹
net charge = +3
calculated total energy = -81983.4287 eV
relative energy (zero: lowest compared OMol25 entry of this formula, charge and spin) = 117.1 kJ/mol

```
55
C13H33CeClIN2OP2S (ωB97M-V/def2-TZVPD)
C 0.0049 1.2927 -5.8136
C -0.0007 0.7323 -4.4453
H 0.0129 2.3992 -5.7764
H -0.9017 0.9326 -6.3261
H 0.9078 0.9196 -6.3234
O -0.0031 1.3373 -3.3682
I -0.0043 -1.7083 -4.6110
Ce -0.0139 -0.5756 -1.8415
P 2.8514 -0.1860 -1.2436
C 3.3546 1.1697 -0.1260
C 3.2173 -1.6284 -0.1629
H 4.2749 -1.8964 -0.2866
H 5.0787 -0.7815 -2.0073
H 2.5791 -2.4789 -0.4415
H 3.9071 -0.6635 -3.3588
H 2.6607 1.2351 0.7211
H 3.0151 -1.3713 0.8843
C 4.2416 -0.2030 -2.4200
H 4.3735 0.9999 0.2409
H 4.5649 0.8276 -2.6229
H 3.3176 2.1167 -0.6781
P -2.8786 -0.1477 -1.2581
C -3.3704 1.2047 -0.1309
C -4.2664 -0.1381 -2.4377
H -2.6463 -2.4541 -0.4860
H -4.3291 -1.8386 -0.3049
H -3.0428 -1.3543 0.8568
C -3.2647 -1.5947 -0.1908
H -3.9334 -0.5900 -3.3809
H -5.1099 -0.7141 -2.0349
H -4.3945 1.0459 0.2270
H -3.3182 2.1558 -0.6750
H -4.5803 0.8977 -2.6294
H -2.6811 1.2530 0.7212
Cl -0.0425 -3.0970 -1.1813
C -0.0108 2.6129 2.3546
N 0.0416 1.3348 3.0778
C 0.5102 1.3933 4.4594
C 0.0377 0.1905 2.3652
S -0.0006 0.3178 0.6266
N 0.0397 -1.0297 2.9557
C -0.4541 -1.2437 4.3141
C 0.0553 -2.2214 2.1103
H -0.0512 3.4072 3.0957
H -0.9124 2.6580 1.7269
H 0.8731 2.7635 1.7139
H -0.2665 1.0598 5.1567
H 1.4335 0.8207 4.6084
H 0.7103 2.4436 4.6770
H -0.7533 -2.2938 4.3953
H 0.3367 -1.0744 5.0570
H -1.3316 -0.6185 4.5238
H -0.8400 -2.2758 1.4750
H 0.9316 -2.2437 1.4560
H 0.0708 -3.0994 2.7625
```